Formula: C15H23NO3
Source: the Open Molecules 2025 dataset
Level of theory: the ωB97M-V functional and the def2-TZVPD basis

```
42
C15H23NO3, DFT the ωB97M-V functional and the def2-TZVPD basis
C 0.9484 5.2740 2.5724
O 1.9909 4.3758 2.8553
C 2.2947 3.4208 1.9256
C 1.6490 3.2522 0.7109
C 2.0382 2.2463 -0.1634
C 3.0789 1.3890 0.1603
O 3.5829 0.3871 -0.6189
C 2.9320 -0.0331 -1.7968
C 1.9410 -1.1763 -1.5524
C 0.6942 -0.7562 -0.7705
C -0.1717 -1.9830 -0.5245
O 0.1856 -2.9054 0.1761
N -1.3504 -1.9819 -1.1883
C -2.3157 -3.0484 -1.0551
C -3.4984 -2.6792 -0.1479
C -4.3728 -3.9101 0.0727
C -4.3209 -1.5404 -0.7471
C 3.7277 1.5641 1.3868
C 3.3443 2.5594 2.2527
H 1.1585 5.8672 1.6759
H 0.8874 5.9368 3.4343
H -0.0086 4.7557 2.4482
H 0.8340 3.8957 0.4181
H 1.5059 2.1578 -1.0976
H 3.7372 -0.4026 -2.4407
H 2.4438 0.8019 -2.3106
H 2.4477 -1.9634 -0.9921
H 1.6450 -1.5829 -2.5223
H 0.9955 -0.3576 0.2000
H 0.1397 0.0115 -1.3135
H -1.6244 -1.1737 -1.7220
H -1.7760 -3.8945 -0.6237
H -2.6820 -3.3254 -2.0489
H -3.0928 -2.3550 0.8161
H -3.7956 -4.7131 0.5238
H -5.2044 -3.6726 0.7316
H -4.7754 -4.2642 -0.8742
H -5.1764 -1.3203 -0.1129
H -3.7292 -0.6319 -0.8366
H -4.6898 -1.8158 -1.7335
H 4.5384 0.8975 1.6337
H 3.8436 2.6941 3.1987
```

The SMILES is COc1ccc(OCCCC(=O)NCC(C)C)cc1. As for the HOMO energy: -7.878 eV. As for the energy relative to the best compared isomer or geometry (same formula, charge and spin): 200.3 kJ/mol.

***

Formula: C15H23OPt
Source: the Open Molecules 2025 dataset
Level of theory: the ωB97M-V functional and the def2-TZVPD basis

```
40
C15H23OPt, DFT the ωB97M-V functional and the def2-TZVPD basis
C -0.4878 0.8270 -2.2116
C -0.0392 2.2733 -2.1160
C 0.1414 0.1129 -3.4169
C -2.0052 0.7781 -2.2634
H -0.5048 0.2322 -4.2948
H 0.2553 -0.9607 -3.2073
H 1.1343 0.5216 -3.6290
H -0.3134 2.7723 -3.0523
H 1.0415 2.3744 -1.9773
H -0.5458 2.7788 -1.2842
H -2.3518 1.4314 -3.0728
H -2.4446 1.1347 -1.3237
H -2.3689 -0.2335 -2.4638
C 2.3346 -0.4885 1.3576
C 2.3331 -0.7679 -0.0633
C 2.2183 0.5523 -0.7505
H 2.6360 -1.6821 -0.5763
C 2.1505 1.5585 0.3027
C 2.2102 0.9032 1.5448
H 2.2369 1.4065 2.5073
H 2.5233 -1.2224 2.1318
H 2.5045 0.7014 -1.7911
H 2.1454 2.6337 0.1359
C -1.8035 -1.5217 1.5097
C -0.5406 -2.1678 1.4795
C -0.1630 -2.3742 0.0958
H -0.0064 -2.5714 2.3335
C -1.2683 -1.8214 -0.7355
C -2.2602 -1.2950 0.1989
H -3.2246 -0.8848 -0.0878
H -2.3734 -1.3159 2.4137
H 0.5831 -3.0698 -0.2862
H -1.4217 -2.1052 -1.7740
Pt 0.2734 -0.3597 -0.6317
C -0.5128 0.4218 4.5067
O -0.0943 0.5455 3.1487
H -1.5056 0.8863 4.6207
H 0.2145 0.9606 5.1282
H -0.5759 -0.6230 4.8543
H -0.1245 -0.3416 2.7396
```

As for the total charge: +1. As for the HOMO energy (alpha / beta): -10.180 / -11.915 eV. The spin multiplicity is 5.

***

Formula: C15H24AuF3N5OPS
Source: the Open Molecules 2025 dataset
Level of theory: the ωB97M-V functional and the def2-TZVPD basis

```
51
C15H24AuF3N5OPS, DFT the ωB97M-V functional and the def2-TZVPD basis
Au 0.0206 0.2739 0.1089
F -2.5633 6.0494 1.0995
C -2.1513 4.8254 1.3957
F -1.3843 4.8911 2.4866
F -3.2312 4.0882 1.7005
C -1.4123 4.1879 0.2322
C -1.2680 4.8442 -0.9807
C -0.6555 4.1772 -2.0374
C -0.2034 2.8845 -1.8466
N -0.3114 2.2643 -0.6771
C -0.9012 2.8887 0.3579
S -0.9702 1.8947 1.7652
H -1.6296 5.8541 -1.1102
H -0.5279 4.6564 -2.9941
H 0.2523 2.3432 -2.6624
C -1.7064 -3.8848 1.3468
P -1.2532 -2.2242 1.9192
C -2.7458 -1.1876 1.9728
C -0.6072 -2.3943 3.6011
O -0.1974 -1.6701 0.9545
H -2.4520 -4.2990 2.0228
H -0.8181 -4.5162 1.3631
H -2.1189 -3.8553 0.3394
H -3.5452 -1.7124 2.4888
H -3.0746 -0.9409 0.9645
H -2.5295 -0.2684 2.5144
H -1.3952 -2.7845 4.2425
H -0.2691 -1.4337 3.9866
H 0.2292 -3.0928 3.5985
C 1.9597 -2.1273 -1.1640
N 2.6358 -2.7432 -2.2808
C 1.6918 -3.0906 -3.3306
N 1.0468 -1.8629 -3.7771
C 0.3464 -1.2413 -2.6804
N 1.2870 -0.8807 -1.5964
C 2.3363 0.0015 -2.1541
N 3.0020 -0.6397 -3.2603
C 3.6610 -1.8589 -2.8152
C 2.0468 -0.9499 -4.3143
H 2.6813 -1.8889 -0.3802
H 1.2161 -2.8101 -0.7501
H 0.9387 -3.7790 -2.9423
H 2.2128 -3.5638 -4.1648
H -0.4005 -1.9324 -2.2832
H -0.1676 -0.3441 -3.0338
H 3.0598 0.2303 -1.3670
H 1.8887 0.9362 -2.4959
H 4.3910 -1.6193 -2.0391
H 4.1744 -2.3353 -3.6523
H 2.5596 -1.4099 -5.1604
H 1.5574 -0.0343 -4.6551
```

As for the total charge: +2. As for the HOMO energy: -14.497 eV. As for the energy relative to the best compared isomer or geometry (same formula, charge and spin): 103.7 kJ/mol.

***

Formula: C15H24AuF4N2OP
Source: the Open Molecules 2025 dataset
Level of theory: the ωB97M-V functional and the def2-TZVPD basis

```
48
C15H24AuF4N2OP, DFT the ωB97M-V functional and the def2-TZVPD basis
Au 0.7223 0.1817 0.6520
C -1.8788 3.1432 -2.6600
C -1.5762 2.1057 -1.5747
N -0.3465 2.2186 -0.8234
C -0.2577 3.3620 0.0444
C -1.4200 3.5131 1.0039
C 0.8020 2.1013 -1.7236
C 0.9827 0.6698 -2.3190
N 0.8469 -0.3859 -1.3053
C 1.0430 -1.6552 -1.6879
C 0.2796 -2.7911 -1.1567
F -0.3093 -2.7021 0.0760
C 0.0492 -3.9076 -1.9356
F -0.7090 -4.9180 -1.4491
C 0.7583 -4.1185 -3.1677
C 1.5878 -3.1116 -3.6084
F 2.3689 -3.3458 -4.6906
C 1.8117 -1.9710 -2.8618
F 2.8512 -1.1968 -3.2499
H -2.5769 2.6666 -3.3893
H -0.9477 3.3867 -3.1640
H -2.3344 4.0604 -2.2652
H -1.5445 1.0803 -2.0319
H -2.4575 2.0481 -0.8745
H -0.0238 4.2789 -0.5608
H 0.6373 3.2690 0.6484
H -2.1390 4.1821 0.5711
H -1.0977 4.0123 1.9544
H -1.9104 2.5856 1.2902
H 1.6901 2.3715 -1.1406
H 0.8008 2.8356 -2.5701
H 2.0272 0.6492 -2.7291
H 0.3156 0.5777 -3.2419
H 0.6189 -4.9997 -3.7566
C -1.4517 -1.5458 3.2201
P 0.2764 -1.0352 3.5409
C 1.2529 -2.5413 3.2244
C 0.3518 -0.5287 5.2984
O 0.6824 0.2003 2.6790
H -1.7021 -2.4666 3.7443
H -1.4793 -1.7089 2.1555
H -2.1130 -0.7197 3.4153
H 1.8525 -2.8282 4.1080
H 1.9107 -2.3298 2.3941
H 0.5639 -3.3552 2.9603
H -0.2559 -1.1801 5.9664
H 0.0330 0.5197 5.3898
H 1.4144 -0.6766 5.6009
```

As for the total charge: +2. As for the HOMO energy (alpha / beta): -15.404 / -15.706 eV. The spin multiplicity is 3.

***

Formula: C15H24BBiN7O2
Source: the Open Molecules 2025 dataset
Level of theory: the ωB97M-V functional and the def2-TZVPD basis

```
50
C15H24BBiN7O2, DFT the ωB97M-V functional and the def2-TZVPD basis
Bi 0.7914 -1.3107 1.0922
B 3.5751 -3.0391 0.9013
N 3.8888 -1.5254 0.8832
C 5.0272 -0.8957 0.6312
C 4.7716 0.4666 0.5129
C 3.4132 0.5870 0.7229
N 2.9026 -0.6312 0.9554
N 2.7476 -3.2609 -0.3801
C 3.0467 -3.8464 -1.5361
C 1.9481 -3.7646 -2.3802
C 0.9875 -3.0906 -1.6457
N 1.4937 -2.8010 -0.4440
H 4.5885 -3.6350 0.8498
H 2.8685 -3.2568 1.8414
H 5.9551 -1.4249 0.5476
H 5.4750 1.2435 0.2947
H 2.7891 1.4558 0.7369
H 4.0032 -4.2954 -1.7101
H 1.8779 -4.1276 -3.3836
H -0.0162 -2.8152 -1.8954
C -0.5701 3.0080 1.1553
C 0.1311 1.7361 0.8404
N 0.6348 1.0059 1.7832
O 0.3790 1.4081 3.0833
C 0.3193 1.2843 -0.5080
C 0.2104 2.2332 -1.6590
N 0.6032 0.0266 -0.7417
O 0.8298 -0.4385 -1.8724
H 0.0149 3.5762 1.8771
H -1.5157 2.7622 1.6416
H -0.7514 3.6117 0.2759
H 1.0667 1.0091 3.6330
H -0.8241 2.5258 -1.8292
H 0.5748 1.7338 -2.5522
H 0.8094 3.1229 -1.4851
C -4.8841 -0.2905 -0.8612
C -4.0896 0.6783 0.0262
C -3.8143 1.9879 -0.7251
C -4.8565 0.9591 1.3286
C -2.8443 0.0401 0.3736
N -1.8550 -0.4690 0.6524
H -5.8517 0.1475 -1.0908
H -5.0452 -1.2346 -0.3466
H -4.3593 -0.4858 -1.7933
H -4.7609 2.4181 -1.0383
H -3.2092 1.8154 -1.6117
H -3.3124 2.7087 -0.0852
H -5.7859 1.4709 1.0923
H -4.2833 1.5892 2.0067
H -5.0952 0.0270 1.8361
```

As for the total charge: +1. As for the HOMO energy: -11.497 eV. As for the energy relative to the best compared isomer or geometry (same formula, charge and spin): 138.1 kJ/mol.

***

Formula: C15H24BMoN6O7P2
Source: the Open Molecules 2025 dataset
Level of theory: the ωB97M-V functional and the def2-TZVPD basis

```
56
C15H24BMoN6O7P2, DFT the ωB97M-V functional and the def2-TZVPD basis
Mo 0.3804 0.2897 -0.6365
C -1.4377 1.3027 2.2725
C -2.1138 1.2010 0.9622
C -3.4413 1.3927 0.6578
C -3.5852 1.1638 -0.7220
C -4.8140 1.2689 -1.5162
N -2.3764 0.8319 -1.2027
N -1.4354 0.8510 -0.1899
B -1.9018 0.5450 -2.6377
N -1.0984 -0.7942 -2.6111
N -0.5253 -1.2505 -1.4348
C -0.4175 -2.6134 -1.5172
C 0.0032 -3.4774 -0.4121
C -0.8122 -2.9953 -2.7916
C -1.2244 -1.8451 -3.4616
C -1.7552 -1.7630 -4.8292
N -0.8514 1.6292 -2.9377
N 0.2418 1.5437 -2.1176
C 1.1337 2.5139 -2.5411
C 2.4270 2.7272 -1.8594
C 0.5835 3.1744 -3.6114
C -0.6794 2.5864 -3.8565
C -1.6235 2.9377 -4.9175
H -2.1794 1.4708 3.0520
H -0.7329 2.1397 2.2845
H -0.8924 0.3825 2.5075
H -4.2269 1.6613 1.3365
H -5.6031 1.7321 -0.9292
H -5.1637 0.2800 -1.8177
H -4.6534 1.8486 -2.4222
H -2.7857 0.5152 -3.4044
H -0.3490 -3.1043 0.5473
H 1.0948 -3.5280 -0.3597
H -0.3527 -4.4909 -0.5800
H -0.8093 -3.9928 -3.1861
H -1.3871 -2.6091 -5.4072
H -1.4870 -0.8360 -5.3273
H -2.8445 -1.8412 -4.8256
H 2.3376 2.6368 -0.7712
H 2.8124 3.7175 -2.0986
H 3.1624 1.9977 -2.2136
H 1.0195 3.9785 -4.1725
H -1.0982 2.9876 -5.8729
H -2.0068 3.9479 -4.7532
H -2.4623 2.2551 -4.9896
O 1.7603 0.0697 3.1008
P 1.6956 -0.0980 1.5888
O 0.6650 -1.0508 1.0268
O 1.1923 1.1805 0.8325
O 3.1065 -0.4036 0.9814
P 3.1484 -1.0613 -0.5427
O 4.4815 -0.5566 -1.1183
O 2.7577 -2.4502 -0.5456
O 2.0263 -0.1618 -1.1928
H 2.5582 -0.0380 3.6300
H 5.2119 -1.1837 -1.1771
```

As for the total charge: +3. As for the HOMO energy: -18.670 eV.

***

E_tot list, top to bottom, in hartree: -865.84480 -779.40276 -2109.27806 -1646.56132 -1358.92493 -2216.26939